A structure of composition C17H34IrNO2P2 in a non-equilibrium geometry, computed with the ωB97M-V functional and the def2-TZVPD basis.

Summary:
Multiplicity: 5
⟨S²⟩: 6.0164
Gap between HOMO and LUMO (spin up / spin down) (eV): 2.88 / 5.48

Each line ends with the Löwdin spin population.
Geometry (Å):
C (-0.733, 0.756, -4.624)  0.458
C (-0.787, 0.271, -3.301)  0.367
N (0.114, 0.762, -2.386)  0.397
C (0.845, 1.857, -2.659)  0.445
C (0.813, 2.458, -3.920)  0.384
C (0.043, 1.871, -4.926)  0.373
C (-1.693, -0.750, -2.854)  0.331
P (-1.994, -0.783, -1.073)  0.063
Ir (0.011, -0.028, -0.334)  0.595
P (1.908, 1.283, -0.182)  0.016
C (1.660, 2.487, -1.546)  0.077
O (-0.626, -3.173, -3.380)  0.060
O (0.531, -3.168, -1.251)  0.025
H (-1.393, 0.292, -5.360)  0.026
H (1.408, 3.360, -4.075)  0.022
H (0.013, 2.321, -5.921)  0.018
C (-3.421, 0.297, -0.850)  0.033
C (-2.535, -2.426, -0.554)  0.006
H (2.640, 2.817, -1.910)  0.008
H (1.148, 3.366, -1.125)  0.032
H (-1.005, -2.295, -3.235)  0.033
H (-2.527, -0.975, -3.538)  0.015
C (2.243, 2.205, 1.337)  0.003
C (3.426, 0.384, -0.644)  0.012
H (0.546, -2.112, -0.690)  0.014
H (0.474, -3.844, -0.558)  0.002
H (-0.026, -3.357, -2.127)  0.003
H (0.078, -3.064, -4.047)  0.012
H (-1.001, 1.184, 0.076)  0.023
H (1.081, -1.270, -0.160)  0.016
H (-4.273, -0.069, -1.441)  0.001
H (-3.664, 0.302, 0.221)  0.005
H (-3.158, 1.312, -1.176)  0.003
H (-3.408, -2.744, -1.136)  0.001
H (-1.746, -3.182, -0.647)  0.002
H (-2.824, -2.351, 0.501)  0.000
H (4.268, 1.088, -0.689)  0.001
H (3.615, -0.388, 0.113)  0.001
H (3.283, -0.098, -1.620)  0.004
H (3.190, 2.755, 1.226)  0.000
H (1.414, 2.903, 1.522)  0.002
H (2.303, 1.492, 2.171)  0.000
C (0.691, 1.150, 4.702)  0.003
C (-0.011, -0.128, 4.238)  0.012
C (0.710, -1.340, 4.819)  0.007
C (-1.453, -0.099, 4.739)  0.002
C (0.009, -0.247, 2.765)  0.086
C (-0.013, -0.318, 1.531)  -0.001
H (0.661, 1.209, 5.797)  0.000
H (0.191, 2.039, 4.297)  0.000
H (1.741, 1.169, 4.386)  0.000
H (0.700, -1.278, 5.914)  0.001
H (0.216, -2.268, 4.509)  0.000
H (1.750, -1.374, 4.473)  0.000
H (-1.979, 0.775, 4.337)  0.000
H (-1.996, -1.000, 4.431)  0.000
H (-1.460, -0.036, 5.833)  0.000

A structure of composition C17H34O2P2Pb in a non-equilibrium geometry, computed with the ωB97M-V functional and the def2-TZVPD basis.

Summary:
Net charge: +2
Gap between HOMO and LUMO (spin up / spin down) (eV): 4.59 / 4.30
Energy relative to the best compared isomer or geometry (same formula, charge and spin) (kJ/mol): 290.5

Each line ends with the Löwdin charge.
Geometry (Å):
P (-2.198, 0.032, 0.728)  0.795
P (0.490, -2.148, -0.687)  0.804
C (-0.388, 0.349, 0.495)  -0.395
C (0.264, -0.305, -0.720)  -0.410
H (0.125, 0.087, 1.433)  0.102
H (-0.318, 1.437, 0.394)  0.027
H (-0.240, -0.004, -1.655)  0.102
H (1.285, 0.073, -0.768)  0.023
C (1.890, -2.396, 0.421)  -0.196
H (2.184, -3.451, 0.351)  0.075
H (1.593, -2.192, 1.456)  0.058
H (2.733, -1.759, 0.128)  0.064
C (1.100, -2.457, -2.375)  -0.219
H (2.057, -1.941, -2.532)  0.076
H (0.368, -2.124, -3.125)  0.065
H (1.236, -3.543, -2.484)  0.065
C (-2.457, 0.590, 2.430)  -0.209
H (-3.514, 0.442, 2.694)  0.065
H (-2.199, 1.652, 2.483)  0.070
H (-1.823, 0.006, 3.109)  0.062
C (-2.954, 1.357, -0.289)  -0.222
H (-2.787, 1.192, -1.363)  0.060
H (-2.527, 2.327, 0.003)  0.044
H (-4.039, 1.360, -0.097)  0.064
Pb (-2.261, -2.447, -0.608)  1.142
C (2.326, 1.769, -1.690)  -0.119
C (2.963, 1.381, -0.566)  -0.130
C (3.378, 2.323, 0.518)  -0.167
C (2.381, 3.472, 0.859)  -0.165
C (0.920, 3.187, 0.681)  -0.126
C (0.213, 3.478, -0.429)  -0.124
C (0.834, 3.901, -1.723)  -0.169
C (2.165, 3.199, -2.114)  -0.167
C (-3.927, -2.584, 0.923)  -0.250
H (2.013, 1.042, -2.442)  0.104
H (3.358, 0.361, -0.465)  0.099
H (4.341, 2.796, 0.252)  0.132
H (3.573, 1.754, 1.442)  0.112
H (2.529, 3.707, 1.924)  0.121
H (2.678, 4.375, 0.304)  0.118
H (0.421, 2.844, 1.593)  0.105
H (-0.877, 3.604, -0.371)  0.098
H (1.036, 4.989, -1.708)  0.132
H (0.108, 3.741, -2.538)  0.113
H (2.214, 3.205, -3.214)  0.122
H (3.010, 3.805, -1.761)  0.116
H (-4.599, -3.316, 0.454)  0.019
H (-4.413, -1.599, 0.981)  0.006
H (-3.607, -2.927, 1.917)  0.035
C (-1.790, -5.730, 0.751)  -0.002
O (-1.129, -4.811, 1.692)  -0.023
C (-1.147, -3.495, 1.449)  -0.488
O (-0.749, -2.684, 2.269)  0.083
H (-1.585, -6.736, 1.120)  0.115
H (-1.384, -5.616, -0.262)  0.091
H (-2.876, -5.571, 0.733)  0.098